Run i
Density functional theory data (ωB97M-V/def2-TZVPD) for 2 unconnected molecules or ions with the total composition C5H12O2.

XYZ file:
```
19
Properties=species:S:1:pos:R:3:mulliken_charge:R:1
H 1.300 1.007 0.231 0.119
O 0.808 -1.322 -0.522 -0.219
H -0.311 -2.944 -1.157 0.356
C -0.143 -0.456 -0.268 -0.836
H -0.308 2.949 0.157 0.405
H -1.134 0.639 2.034 0.293
C -0.553 1.987 -0.305 -1.551
O 0.743 -0.105 2.561 -0.510
H -1.170 -0.812 -0.322 0.519
H -0.112 -1.272 -2.646 0.071
C 0.223 0.849 0.364 0.959
C 0.662 -2.464 -1.142 -0.576
H 0.656 -0.950 2.100 0.339
C -0.057 0.830 1.874 -0.671
H -0.317 2.040 -1.373 0.396
H -0.418 -0.591 -2.446 0.003
H 0.174 1.808 2.306 0.345
H 1.593 -3.022 -1.238 0.228
H -1.636 1.830 -0.208 0.329
```

The HOMO energy (alpha / beta) comes out at -7.6 / -7.5 eV. The HOMO-LUMO gap (alpha / beta) is 8.2 / 8.0 eV. As for the lowest unoccupied orbital energy (alpha / beta): 0.58 / 0.56 eV. As for the charge: 0.



Run ii
Density functional theory data (ωB97M-V/def2-TZVPD) for 2 unconnected molecules or ions with the total composition C5H12O2.

XYZ file:
```
19
Properties=species:S:1:pos:R:3:mulliken_charge:R:1
H 2.547 -0.633 -1.347 0.425
H 2.503 1.601 -1.131 0.320
C -1.329 -0.497 -0.240 -0.295
H -1.509 -0.566 1.921 0.315
H -2.722 0.463 1.130 0.316
C -0.335 0.637 -0.291 -0.775
H -2.883 -1.297 1.057 0.359
H 1.442 -0.345 -2.702 0.333
O 0.949 -0.113 2.456 -0.701
H 0.830 0.007 1.501 0.292
C 0.866 0.631 -0.881 0.886
H 0.741 0.760 2.810 0.335
C 1.490 -0.518 -1.620 -1.301
H 0.986 -1.461 -1.407 0.268
C -2.160 -0.475 1.045 -1.198
H -0.813 -1.463 -0.313 0.233
O 1.592 1.795 -0.881 -0.513
H -0.643 1.581 0.160 0.410
H -2.000 -0.444 -1.109 0.290
```

The HOMO energy comes out at -8.8 eV. Its SMILES is CC/C=C(\C)O.O. The HOMO-LUMO gap is 9.5 eV. As for the lowest unoccupied orbital energy: 0.77 eV. As for the charge: 0.



Run iii
Density functional theory data (ωB97M-V/def2-TZVPD) for 2 unconnected molecules or ions with the total composition C5H12O2.

XYZ file:
```
19
Properties=species:S:1:pos:R:3:mulliken_charge:R:1
H -2.768 -0.476 -0.605 0.418
C -1.693 -0.419 -0.779 -1.206
H -1.510 0.420 -1.451 0.272
C -0.912 -0.231 0.522 0.543
H -1.236 1.899 0.780 0.341
H -0.835 1.047 2.283 0.310
O 2.500 -0.343 -1.916 -0.476
H -1.116 -1.112 1.143 0.371
H 0.306 -0.627 0.502 -0.256
H 2.093 -0.307 1.348 0.314
C -1.383 0.977 1.342 -1.255
H 2.654 -1.682 0.309 0.344
H 0.336 0.704 -0.081 0.153
H -2.446 0.898 1.585 0.406
C 2.076 -0.774 0.374 -1.019
H 2.124 0.240 -2.591 0.325
O 1.189 1.070 -0.749 -0.629
H -1.383 -1.331 -1.292 0.334
C 2.004 0.044 -0.722 0.709
```

The HOMO energy comes out at -8.4 eV. Its SMILES is C=C(O)O.CCC. The HOMO-LUMO gap is 9.2 eV. As for the lowest unoccupied orbital energy: 0.81 eV. As for the charge: 0.



Which is most stable? The ranking, best first, is run ii, run iii, run i.



Run i
Density functional theory data (ωB97M-V/def2-TZVPD) for 2 unconnected molecules or ions with the total composition C4H10FN2.

XYZ file:
```
17
Properties=species:S:1:pos:R:3:mulliken_charge:R:1
C 1.629 0.990 0.259 -0.230
H -2.940 -0.374 0.389 0.308
H -0.467 1.511 0.291 0.458
C -2.274 -0.930 1.052 -0.839
H -0.061 -1.324 1.130 0.413
H 0.717 -0.272 -1.771 0.266
C 0.299 0.929 -0.181 -0.146
H 1.778 1.213 1.311 0.383
C -1.000 -1.124 0.573 0.116
H 3.588 0.703 -0.210 0.246
H -2.724 -1.978 0.978 0.329
F -0.852 -1.697 -0.580 -0.221
H -0.858 0.343 -1.823 0.309
N 2.733 1.049 -0.488 -0.335
H 2.561 0.924 -1.493 0.278
N 0.111 0.533 -1.543 -0.650
H -2.239 -0.496 2.106 0.316
```

The HOMO energy (alpha / beta) comes out at -11.9 / -12.5 eV. The HOMO-LUMO gap (alpha / beta) is 6.2 / 7.9 eV. As for the lowest unoccupied orbital energy (alpha / beta): -5.71 / -4.63 eV. As for the charge: +1.



Run ii
Density functional theory data (ωB97M-V/def2-TZVPD) for a gas-phase ion, C4H10FN2 (charge +1).

XYZ file:
```
17
Properties=species:S:1:pos:R:3:mulliken_charge:R:1
F -0.884 2.959 -0.045 -0.286
H -0.949 -2.233 -0.592 0.392
C -0.398 0.439 -0.350 0.633
H 0.500 -1.062 2.059 0.389
C 1.050 -0.633 1.299 -1.084
H 1.009 2.580 0.102 0.351
H -1.898 1.401 -1.226 0.287
C 0.086 -1.789 -0.687 -1.206
C 0.058 2.133 0.373 -0.361
N -1.289 0.537 -1.306 -0.419
H 0.658 -2.695 -0.310 0.356
H 1.503 0.253 1.633 0.453
H -0.075 1.790 1.379 0.422
H -1.694 -0.357 -1.669 0.262
H 1.895 -1.280 0.964 0.362
N 0.175 -0.591 0.125 0.029
H 0.251 -1.452 -1.750 0.419
```

The HOMO energy comes out at -15.0 eV. Its SMILES is CN(C)C(=[NH2+])CF. The HOMO-LUMO gap is 11.9 eV. As for the lowest unoccupied orbital energy: -3.07 eV. As for the charge: +1.



Which is most stable? The ranking, best first, is run ii, run i.



Run i
Density functional theory data (ωB97M-V/def2-TZVPD) for 2 unconnected molecules or ions with the total composition C4H13N3.

XYZ file:
```
20
Properties=species:S:1:pos:R:3:mulliken_charge:R:1
H 0.322 0.008 0.697 0.306
C 2.111 0.638 0.017 0.144
H 2.763 -1.287 1.726 0.323
H -0.823 -1.056 -1.019 0.353
N -1.683 0.426 0.147 -0.635
C 1.807 -0.801 1.918 -0.980
N 1.295 -0.274 0.660 -0.169
N -2.736 -0.808 -1.762 -0.592
H 0.699 1.680 -1.163 0.172
C -1.815 -0.806 -0.643 -0.446
H -2.518 0.585 0.702 0.233
H 1.921 -0.027 2.686 0.336
H 1.118 -1.551 2.304 0.308
H -3.661 -0.524 -1.472 0.232
H 2.451 2.275 -1.254 0.257
H -1.596 1.222 -0.470 0.150
C 1.731 1.586 -0.846 -0.843
H 3.166 0.511 0.244 0.242
H -2.117 -1.597 0.043 0.366
H -2.436 -0.198 -2.516 0.245
```

The HOMO energy comes out at -7.7 eV. Its SMILES is C=CNC.NCN. The HOMO-LUMO gap is 8.7 eV. As for the lowest unoccupied orbital energy: 0.98 eV. As for the charge: 0.



Run ii
Density functional theory data (ωB97M-V/def2-TZVPD) for a molecular structure, C4H13N3.

XYZ file:
```
20
Properties=species:S:1:pos:R:3:mulliken_charge:R:1
H -0.727 -2.023 -0.202 0.368
C -0.196 -1.635 1.870 -1.295
H -0.334 0.901 2.506 0.360
H 0.588 -2.150 2.414 0.247
H -1.254 0.259 0.114 0.439
H -1.201 -1.832 2.233 0.224
H -0.015 2.219 -2.371 0.248
H 0.988 -1.687 0.102 0.320
H 0.088 2.547 -0.766 0.218
N -0.114 -0.214 -2.414 -0.682
H -1.123 -0.260 -2.507 0.256
H 1.347 0.503 -1.157 0.392
C 0.252 0.555 -1.245 -0.025
H 0.260 -1.153 -2.373 0.289
C 0.339 0.949 1.665 -0.676
H 0.319 1.931 1.197 0.270
N -0.255 0.063 0.063 -0.291
N -0.274 1.892 -1.448 -0.630
H 1.339 0.603 1.884 0.289
C -0.028 -1.467 0.436 -0.318
```

The HOMO energy comes out at -5.7 eV. The HOMO-LUMO gap is 6.5 eV. As for the lowest unoccupied orbital energy: 0.81 eV. As for the charge: 0.



Run iii
Density functional theory data (ωB97M-V/def2-TZVPD) for 2 unconnected molecules or ions with the total composition C4H13N3.

XYZ file:
```
20
Properties=species:S:1:pos:R:3:mulliken_charge:R:1
H 0.647 -0.995 1.020 0.343
H -2.763 0.404 0.391 0.321
C 1.594 1.679 -1.068 -0.673
C -0.364 -0.860 0.624 -0.213
H -0.936 -2.850 1.207 0.392
N 1.665 0.567 -1.659 -0.198
N 2.567 -0.354 -1.280 -0.323
H -1.733 0.828 -0.996 0.324
H 0.812 2.352 -1.368 0.375
C -1.296 -1.833 1.338 -1.278
H 0.050 1.120 0.656 0.234
C -1.876 0.965 0.087 -0.950
H -0.326 -1.087 -0.459 0.289
H 2.285 2.000 -0.286 0.365
H -2.053 2.021 0.286 0.349
N -0.747 0.518 0.879 -0.407
H 2.755 -1.039 -1.992 0.216
H -2.303 -1.776 0.932 0.320
H 3.358 -0.058 -0.712 0.205
H -1.335 -1.600 2.399 0.309
```

The HOMO energy comes out at -8.5 eV. Its SMILES is C=NN.CCNC. The HOMO-LUMO gap is 9.5 eV. As for the lowest unoccupied orbital energy: 1.05 eV. As for the charge: 0.



Run iv
Density functional theory data (ωB97M-V/def2-TZVPD) for a single C4H13N3 molecule.

XYZ file:
```
20
Properties=species:S:1:pos:R:3:mulliken_charge:R:1
C 1.237 -1.445 -0.394 -0.971
C 0.779 -0.265 -2.408 -0.986
H 0.963 0.778 -2.908 0.251
H 0.784 -1.371 0.704 0.388
N -0.480 0.145 -0.410 -0.479
H -0.279 -0.808 -2.688 0.324
H -2.561 0.882 1.256 0.345
C -1.910 0.041 1.428 -0.937
H 2.273 -1.480 -0.351 0.303
H 1.125 1.691 1.006 0.295
N -0.484 0.275 1.039 0.177
C 0.196 1.378 1.667 -0.977
N 0.828 -0.145 -0.977 0.022
H 0.533 1.144 2.712 0.267
H 0.875 -2.223 -1.023 0.353
H -2.289 -0.715 0.742 0.321
H 1.527 -0.921 -2.708 0.405
H -0.724 1.086 -0.916 0.232
H -2.023 -0.275 2.492 0.275
H -0.369 2.229 1.738 0.394
```

The HOMO energy comes out at -7.8 eV. Its SMILES is CN(C)NN(C)C. The HOMO-LUMO gap is 8.8 eV. As for the lowest unoccupied orbital energy: 1.01 eV. As for the charge: 0.



Which is most stable? The ranking, best first, is run i, run iii, run iv, run ii.